Entry 1:
# C40H50ClKN5O4Sb

A structure of composition C40H50ClKN5O4Sb (ωB97M-V/def2-TZVPD, OMol25).

The geometry in XYZ format:
```
102
C40H50ClKN5O4Sb | OMol25 | ωB97M-V/def2-TZVPD
K -0.4339 0.0556 1.8055
C -0.0941 -3.5643 -0.9110
C -1.4835 -4.1013 -1.0706
C -1.8844 -4.7055 -2.2556
C -3.1792 -5.1738 -2.4305
C -4.0914 -5.0153 -1.3939
C -3.7256 -4.4095 -0.2015
C -4.7138 -4.2225 0.9154
C -2.4013 -3.9529 -0.0111
N -2.1152 -3.2844 1.1555
C -1.1782 -3.6586 1.9897
O -0.4041 -4.6484 1.9364
C -1.0438 -2.7504 3.2136
C -0.3211 -3.2227 4.3069
C -0.2334 -2.4321 5.4407
C -0.8418 -1.1873 5.4422
C -1.5076 -0.7696 4.2937
N -1.6209 -1.5483 3.2147
C -2.0615 0.6589 4.2715
O -2.2422 1.2271 5.3711
N -2.2437 1.1278 3.0563
C -2.4717 2.4515 2.7444
C -1.5120 3.4599 2.9848
C -0.2363 3.1201 3.7050
C -1.7402 4.7480 2.5156
C -2.8914 5.0729 1.8108
C -3.8284 4.0783 1.5631
C -3.6327 2.7807 2.0142
C -4.6334 1.6935 1.7387
H 0.4831 -3.6817 -1.8302
H 0.4112 -4.0746 -0.0875
H -0.1348 -2.5014 -0.6495
H -1.1624 -4.8040 -3.0613
H -3.4765 -5.6442 -3.3609
H -5.1132 -5.3645 -1.5143
H -5.7287 -4.4538 0.5831
H -4.6675 -3.1973 1.2860
H -4.4677 -4.8649 1.7651
H 0.1392 -4.1975 4.2298
H 0.3089 -2.7796 6.3138
H -0.8112 -0.5177 6.2901
H 0.3629 2.4133 3.1210
H -0.4585 2.6605 4.6702
H 0.3662 4.0165 3.8664
H -0.9904 5.5116 2.7027
H -3.0513 6.0830 1.4505
H -4.7304 4.3115 1.0047
H -5.5099 2.0904 1.2221
H -4.9486 1.2178 2.6690
H -4.1866 0.9029 1.1313
N 2.6515 -2.7048 -0.2540
C 2.2859 -1.4063 -0.4616
N 2.2728 -1.0859 -1.7311
C 2.6451 -2.2382 -2.4054
C 2.7793 -2.4823 -3.7698
C 3.1406 -3.7562 -4.1719
C 3.3626 -4.7808 -3.2418
C 3.2311 -4.5574 -1.8823
C 2.8734 -3.2761 -1.4850
H 2.5834 -3.1818 0.6291
H 2.0529 -0.7217 0.3850
H 2.5880 -1.6983 -4.4917
H 3.2425 -3.9730 -5.2283
H 3.6317 -5.7687 -3.5944
H 3.3811 -5.3520 -1.1625
O 0.8930 1.4971 0.7875
O 1.7297 0.5428 1.5138
C 3.3152 1.4763 -3.6845
C 2.0844 2.2768 -3.2741
C 0.9786 2.1197 -4.3114
Sb 1.3959 1.9234 -1.1324
C 3.4629 2.3601 -0.4445
C 4.4194 1.1837 -0.3014
C 3.3846 3.1365 0.8637
C 0.4788 3.8644 -0.8279
C -1.0158 3.8850 -1.1351
C 1.2015 4.9993 -1.5488
H 3.5732 1.6831 -4.7329
H 3.1429 0.4048 -3.5860
H 4.1858 1.7282 -3.0794
H 2.3663 3.3329 -3.2331
H 0.6618 1.0777 -4.3931
H 1.3303 2.4327 -5.3040
H 0.1011 2.7246 -4.0714
H 3.8050 3.0147 -1.2542
H 4.1314 0.5964 0.5703
H 5.4411 1.5547 -0.1423
H 4.4296 0.5282 -1.1702
H 2.9377 2.5012 1.6306
H 2.7885 4.0471 0.7752
H 4.3949 3.4231 1.1847
H 0.6004 3.9919 0.2499
H -1.2197 3.6228 -2.1786
H -1.4158 4.8891 -0.9597
H -1.5689 3.2035 -0.4912
H 1.0090 4.9715 -2.6244
H 2.2838 4.9691 -1.3987
H 0.8401 5.9643 -1.1774
Cl -1.6595 0.5059 -0.6482
C -0.3410 0.6992 -1.8297
H -0.7644 1.1856 -2.7004
H 0.0289 -0.2881 -2.0935
```

Output
Frontier orbital gap = 6.368 eV
LUMO level = 0.1498 Ha
Charge = -2


Entry 2:
# C35H46AlF4IN4O5SSi

A structure of composition C35H46AlF4IN4O5SSi (ωB97M-V/def2-TZVPD, OMol25).

The geometry in XYZ format:
```
98
C35H46AlF4IN4O5SSi | OMol25 | ωB97M-V/def2-TZVPD
Al -1.0231 1.0409 1.5490
C -1.8908 3.5166 2.6567
N -1.2394 2.2760 3.1094
C 0.0022 2.6005 3.8280
C -2.1560 1.5063 3.9809
C -3.2391 0.7790 3.1589
N -2.8304 0.6710 1.7592
C -3.7256 0.3179 0.7925
C -3.4987 0.6342 -0.4964
F -2.3638 1.3389 -0.7659
C -3.9715 -0.1808 -1.6288
F -4.1983 0.5789 -2.7613
C -5.1724 -1.1148 -1.3631
C -5.4982 -1.2539 0.0743
F -6.5639 -2.0383 0.3522
C -4.8717 -0.5888 1.0416
F -5.3003 -0.7231 2.3118
H -2.0929 4.1612 3.5163
H -1.2334 4.0351 1.9612
H -2.8250 3.2748 2.1535
H -0.2223 3.2413 4.6849
H 0.4621 1.6764 4.1736
H 0.6763 3.1199 3.1489
H -1.5450 0.7849 4.5220
H -2.6136 2.1874 4.7046
H -3.3736 -0.2058 3.6142
H -4.1954 1.3023 3.2423
H -6.0685 -0.8284 -1.9188
I 2.7106 -6.7247 1.7605
C 1.9264 -4.8474 2.2237
C 1.7709 -4.4793 3.5530
C 1.2488 -3.2324 3.8524
C 0.8760 -2.3655 2.8313
C 1.0429 -2.7426 1.5051
C 1.5715 -3.9849 1.1960
C 0.3157 -1.0244 3.1835
O 0.3766 -0.5840 4.3159
O -0.2575 -0.3988 2.1940
H 2.0563 -5.1573 4.3443
H 1.1272 -2.9145 4.8781
H 0.7838 -2.0470 0.7188
H 1.7118 -4.2767 0.1652
N -5.1890 -2.7536 -4.4433
C -4.8318 -2.5541 -3.3738
C -4.3763 -2.3047 -2.0132
C -4.2868 -3.5798 -1.2362
C -3.2894 -3.7430 -0.3754
C -2.2552 -2.7069 -0.2208
N -2.1290 -1.6683 -0.9348
C -3.0862 -1.4078 -1.9806
H -5.0531 -4.3285 -1.3840
H -3.2006 -4.6384 0.2213
H -1.5211 -2.8493 0.5663
H -2.5627 -1.3009 -2.9298
C 3.6196 0.3988 2.1740
C 3.8882 0.7719 0.7224
C 4.1155 2.2729 0.5988
C 5.0834 0.0028 0.1746
O 2.7530 0.3404 -0.0421
Si 1.6212 1.1244 -0.9030
S 0.3080 2.2746 0.3075
O 2.3911 2.1679 -1.8899
C 1.9658 3.2168 -2.7749
C 3.0304 3.2908 -3.8644
C 0.6042 2.8968 -3.3778
C 1.9263 4.5244 -1.9947
O 0.7560 0.0012 -1.6929
C 1.1939 -1.0018 -2.6174
C 1.5323 -2.2565 -1.8268
C 2.4070 -0.5413 -3.4165
C 0.0124 -1.2560 -3.5441
H 4.4612 0.6823 2.8052
H 3.4627 -0.6742 2.2680
H 2.7294 0.9154 2.5332
H 4.9760 2.5563 1.2042
H 3.2482 2.8265 0.9569
H 4.3051 2.5551 -0.4341
H 5.9726 0.1984 0.7721
H 5.2845 0.2992 -0.8539
H 4.8795 -1.0673 0.1955
H 3.0703 2.3593 -4.4284
H 4.0089 3.4656 -3.4188
H 2.8123 4.1043 -4.5557
H 0.6446 1.9653 -3.9404
H 0.3020 3.6944 -4.0570
H -0.1563 2.8004 -2.6048
H 2.9043 4.7309 -1.5623
H 1.1934 4.4761 -1.1930
H 1.6596 5.3480 -2.6570
H 2.3544 -2.0552 -1.1419
H 1.8254 -3.0618 -2.5010
H 0.6593 -2.5787 -1.2574
H 3.2451 -0.3080 -2.7613
H 2.1739 0.3427 -4.0071
H 2.7142 -1.3375 -4.0949
H -0.8024 -1.7198 -2.9914
H 0.2995 -1.9227 -4.3574
H -0.3437 -0.3183 -3.9691
```

Output
Frontier orbital gap = 7.887 eV
LUMO level = -0.0077 Ha


Entry 3:
# C3H7N3O

The molecule C3H7N3O (ωB97M-V/def2-TZVPD, OMol25).

The geometry in XYZ format:
```
14
C3H7N3O | OMol25 | ωB97M-V/def2-TZVPD
C 2.0206 0.6722 -0.5022
N 0.6233 0.5933 -0.4440
C -0.0420 -0.3676 0.1432
N 0.5861 -1.5005 0.6360
C -1.4963 -0.2552 0.3740
O -2.1129 -1.1656 0.9149
N -2.0814 0.9165 -0.0175
H 2.6465 -0.1627 -0.2007
H 0.9644 1.5239 0.0805
H 2.3969 1.3950 -1.2151
H -0.1047 -2.1911 0.9113
H 1.2956 -1.8882 0.0211
H -1.6063 1.5024 -0.6860
H -3.0897 0.9277 -0.0156
```

Output
Frontier orbital gap (spin up / spin down) = 7.714 / 7.716 eV
LUMO level (spin up / spin down) = 0.0168 / 0.0168 Ha


Entry 4:
# C38H37N3O8PPtSe

A structure of composition C38H37N3O8PPtSe (ωB97M-V/def2-TZVPD, OMol25).

The geometry in XYZ format:
```
89
C38H37N3O8PPtSe | OMol25 | ωB97M-V/def2-TZVPD
Pt -0.6965 -0.3144 0.1843
O 0.0245 -6.1650 0.6507
C -1.1815 -5.8677 0.2292
O -2.0922 -6.6560 0.2113
C -1.4162 -4.4701 -0.2576
C -2.5718 -4.0654 -0.9069
N -2.4557 -2.7560 -1.1640
N -1.2940 -2.2805 -0.7197
C -0.6398 -3.2957 -0.1612
C 0.7230 -3.0280 0.4169
O 1.4478 -3.9658 0.7346
O 1.0249 -1.8034 0.5114
H 0.6734 -5.3976 0.6652
H -3.4244 -4.6424 -1.1966
H -3.1005 -2.1589 -1.6634
O 1.7189 2.7271 0.0760
C 0.5843 2.4622 -0.3532
O 0.3128 1.4158 -1.0108
C -0.5125 3.4372 -0.0442
C -0.1688 4.7695 0.1605
C -1.1284 5.6943 0.5286
C -2.4487 5.2952 0.6896
C -2.8047 3.9762 0.4758
C -1.8409 3.0334 0.1127
P -2.3418 1.2965 -0.0714
C -3.6089 1.0356 1.1947
C -4.6139 0.0989 0.9690
C -5.5104 -0.2130 1.9728
C -5.4010 0.3867 3.2177
C -4.3898 1.3053 3.4546
C -3.4895 1.6216 2.4542
C -3.1591 1.1600 -1.6901
C -4.4638 1.5897 -1.9204
C -5.0298 1.4193 -3.1726
C -4.2925 0.8497 -4.1983
C -2.9881 0.4364 -3.9758
C -2.4226 0.5817 -2.7218
H 0.8639 5.0539 0.0219
H -0.8486 6.7260 0.6855
H -3.1993 6.0136 0.9870
H -3.8369 3.6785 0.6001
H -4.7007 -0.3679 -0.0035
H -6.2955 -0.9263 1.7743
H -6.1024 0.1413 3.9998
H -4.3119 1.7802 4.4221
H -2.6971 2.3355 2.6353
H -5.0347 2.0472 -1.1253
H -6.0492 1.7293 -3.3491
H -4.7357 0.7299 -5.1739
H -2.4205 -0.0045 -4.7795
H -1.4029 0.2679 -2.5262
O -0.8790 -1.2469 2.4185
C -0.0781 -0.4147 2.8279
O 0.1217 0.7363 2.3455
C 0.7928 -0.6981 4.0920
N 1.3232 0.6407 4.4634
C 0.6576 1.0651 5.7237
C -0.5866 0.1838 5.7890
C -0.0564 -1.1499 5.2680
H 1.5878 -1.3890 3.8141
H 0.9719 1.1767 3.5706
H 2.3391 0.7008 4.5106
H 0.4375 2.1329 5.7123
H 1.3139 0.8406 6.5673
H -1.3615 0.5612 5.1201
H -0.9868 0.1181 6.7958
H -0.8408 -1.8246 4.9389
H 0.5501 -1.6565 6.0179
C 8.5222 -0.0967 -0.1305
C 7.0443 0.0533 -0.0205
C 6.4819 0.9934 0.8406
C 5.1150 1.1413 0.9510
C 4.5025 2.1042 1.9150
C 4.2765 0.3057 0.1877
Se 2.4395 0.3471 0.4985
C 4.8247 -0.6318 -0.7117
C 3.9111 -1.4718 -1.5422
C 6.1984 -0.7464 -0.7906
H 9.0355 0.4974 0.6202
H 8.8543 0.2288 -1.1160
H 8.8099 -1.1404 -0.0179
H 7.1282 1.6045 1.4549
H 5.2436 2.7934 2.3084
H 4.0678 1.5463 2.7482
H 3.7042 2.6644 1.4286
H 3.1888 -1.9884 -0.9067
H 4.4603 -2.2183 -2.1117
H 3.3420 -0.8501 -2.2385
H 6.6318 -1.4830 -1.4523
```

Output
Frontier orbital gap (spin up / spin down) = 6.139 / 6.423 eV
LUMO level (spin up / spin down) = -0.1710 / -0.1598 Ha
Charge = +1


Entry 5:
# C3H6N2S

The molecule C3H6N2S (ωB97M-V/def2-TZVPD, OMol25).

The geometry in XYZ format:
```
12
C3H6N2S | OMol25 | ωB97M-V/def2-TZVPD
C 0.1237 1.2700 -0.0221
C 1.6966 -0.4559 0.7609
C 1.4771 -0.7830 -0.6730
H -2.9126 -0.4174 0.0325
H 0.2607 2.2935 -0.0476
H 0.7525 -0.6518 1.4145
H 2.6083 -0.4171 1.2948
H 0.5433 -1.2709 -1.0754
H 2.4428 -0.7772 -1.2034
N -1.1489 1.0074 -0.0555
N 1.3680 0.5710 -0.1794
S -1.5633 -0.6247 0.0521
```

Output
Frontier orbital gap = 9.628 eV
LUMO level = 0.0297 Ha
SMILES string = S/N=C\N1CC1


Entry 6:
# CH3NO4S

The molecule CH3NO4S (ωB97M-V/def2-TZVPD, OMol25).

The geometry in XYZ format:
```
10
CH3NO4S | OMol25 | ωB97M-V/def2-TZVPD
C -1.1853 0.8963 -0.5031
N 0.6082 -0.1336 1.0100
O -1.3538 1.7551 0.2892
O 0.1665 -1.2399 -1.2552
O -1.4524 -1.6539 0.6568
O 1.5063 0.6563 0.2704
S -0.5597 -0.8158 -0.0659
H -1.1813 1.0635 -1.6280
H 1.3196 -0.7051 1.5702
H 2.1319 0.1771 -0.3443
```

Output
Frontier orbital gap = 10.076 eV
LUMO level = -0.0158 Ha
SMILES string = O=CS(=O)(=O)NO


Entry 7:
# C40H49ClN3O2Se2Tl

A structure of composition C40H49ClN3O2Se2Tl (ωB97M-V/def2-TZVPD, OMol25).

The geometry in XYZ format:
```
98
C40H49ClN3O2Se2Tl | OMol25 | ωB97M-V/def2-TZVPD
Tl -2.3654 1.1501 -1.3342
C 3.1593 -3.7209 -0.1135
C 2.6911 -3.8706 -1.4910
C 3.8681 -3.8078 -2.4732
C 2.2095 -5.3117 -1.6475
C 1.5522 -2.8701 -1.7872
C 0.4722 -2.5406 -0.9807
C -0.4272 -1.5145 -1.3698
Se -1.8838 -1.2250 -0.1796
C -1.0757 -0.3292 1.3303
C -0.6338 -1.2273 2.3137
C -0.0293 -0.7554 3.4293
C 0.1352 0.6380 3.5293
C -0.4219 1.6163 2.6556
C -1.0122 1.0880 1.4907
O -1.6858 1.8907 0.6356
C -0.6081 3.0604 3.2495
C -0.6284 4.1766 2.2292
C -2.0049 2.9992 3.9249
C 0.4209 3.3683 4.3641
C 0.3712 -1.6174 4.5634
C 0.2554 -3.0799 4.1775
C -0.4944 -1.3200 5.7999
C 1.8147 -1.2193 4.9273
C -0.2761 -0.8048 -2.5746
O -0.9669 0.2676 -2.8545
C 0.6048 -1.3375 -3.5248
C 1.5415 -2.2751 -3.0329
C 0.9117 -0.7125 -4.8980
C 1.9937 -1.4466 -5.6871
C -0.3193 -0.6759 -5.7772
C 1.3983 0.7430 -4.6882
H 3.7616 -4.5923 0.0606
H 3.7801 -2.8011 0.0275
H 2.3124 -3.6055 0.6000
H 4.6667 -4.4697 -2.2498
H 3.5594 -3.8716 -3.5150
H 4.3894 -2.8636 -2.3474
H 3.1381 -5.9615 -1.6066
H 1.7247 -5.5708 -0.7534
H 1.6347 -5.4432 -2.5541
H 0.2782 -2.9694 0.0119
H -0.8465 -2.2935 2.2185
H 0.6470 0.9948 4.4294
H -1.5814 4.1375 1.6881
H -0.5697 5.1297 2.7288
H 0.1380 4.1000 1.4645
H -2.7199 2.6933 3.1427
H -1.9623 2.2050 4.6361
H -2.3312 3.9389 4.3601
H 1.4008 3.1045 4.0171
H 0.3974 4.4411 4.6902
H 0.1800 2.8141 5.2416
H -0.7760 -3.4420 4.0613
H 0.7156 -3.2770 3.1992
H 0.6826 -3.6836 4.9918
H -1.5189 -1.3880 5.4792
H -0.3422 -2.0088 6.6144
H -0.3293 -0.2984 6.2463
H 2.3307 -0.7672 4.1058
H 1.9286 -0.4521 5.6866
H 2.3428 -2.1379 5.2462
H 2.3667 -2.4530 -3.6514
H 1.8705 -2.5187 -5.8517
H 2.1322 -1.0505 -6.6520
H 3.0093 -1.3235 -5.1934
H -0.5848 -1.6608 -6.1412
H -1.1610 -0.3369 -5.1796
H -0.1977 0.1423 -6.4925
H 2.2643 0.7774 -3.9285
H 1.8139 1.1717 -5.6342
H 0.5967 1.4109 -4.4002
Cl -6.6156 1.4683 -3.4012
C -6.1224 1.1587 -1.7406
C -7.0558 0.4606 -0.9479
C -6.8173 0.3168 0.3913
C -5.6252 0.9109 0.8959
C -4.7414 1.6795 0.1524
C -4.9747 1.8377 -1.2334
C -3.8989 2.4029 -2.1053
H -7.9317 0.0650 -1.3716
H -7.5225 -0.1483 1.0726
H -5.5140 0.7733 1.9911
H -3.9069 2.0972 0.6350
H -3.6787 3.4406 -1.9403
H -4.1325 2.3374 -3.2519
Se 2.9620 -0.0538 -0.1163
N 3.9970 1.3046 -0.2950
C 3.2433 2.3241 -0.6867
C 3.6727 3.6118 -1.0844
C 2.7631 4.5957 -1.4068
C 1.3822 4.2008 -1.4321
N 0.9669 2.9651 -1.1645
C 1.8580 2.0574 -0.7842
N 1.4990 0.7756 -0.5485
H 4.7371 3.7834 -1.1812
H 3.0984 5.5657 -1.6797
H 0.6503 4.9125 -1.7699
```

Output
Frontier orbital gap = 6.716 eV
LUMO level = -0.0331 Ha


Entry 8:
# C19H25NO4SW

A structure of composition C19H25NO4SW (ωB97M-V/def2-TZVPD, OMol25).

The geometry in XYZ format:
```
51
C19H25NO4SW | OMol25 | ωB97M-V/def2-TZVPD
W -0.2022 0.3138 0.0610
O -0.0344 0.3508 4.1205
C 0.5648 0.2585 3.0997
O -0.0964 0.1247 1.9097
C 2.0440 0.2172 2.9446
C 2.7653 0.2405 4.1361
C 4.1488 0.1890 4.1347
C 4.8329 0.1122 2.9313
C 4.1342 0.0902 1.7344
C 2.7454 0.1404 1.7344
S 2.0632 0.1232 0.0811
H 2.2101 0.2995 5.0622
H 4.6884 0.2090 5.0712
H 5.9136 0.0703 2.9155
H 4.6698 0.0359 0.7951
C 1.2960 1.7889 -3.0691
C -0.0231 1.0646 -3.0255
O -0.0211 -0.0121 -1.9996
C 0.4498 -1.3044 -2.5489
C -0.6101 -2.0074 -3.3583
H 1.2551 2.5437 -3.8548
H 2.1225 1.1166 -3.3001
H 1.5007 2.2901 -2.1242
H -0.2565 0.5817 -3.9706
H -0.8493 1.7172 -2.7567
H 0.7511 -1.8938 -1.6848
H 1.3398 -1.0834 -3.1364
H -1.4847 -2.2481 -2.7557
H -0.1878 -2.9428 -3.7272
H -0.9245 -1.4307 -4.2267
C -3.3375 -3.4957 0.1744
C -2.0899 -3.5537 0.7800
C -1.2488 -2.4698 0.6731
N -1.6066 -1.3492 0.0099
C -2.8155 -1.2986 -0.5846
C -3.7000 -2.3504 -0.5234
H -4.0203 -4.3319 0.2481
H -1.7706 -4.4247 1.3342
H -0.2737 -2.4698 1.1438
H -3.0557 -0.3895 -1.1189
H -4.6607 -2.2698 -1.0117
C -2.9104 2.0223 0.7854
O -1.9588 1.6290 -0.2662
C -0.6392 2.1181 -0.1180
C -0.3741 3.5589 0.0228
H -2.4844 1.8175 1.7666
H -3.8059 1.4316 0.6225
H -3.1332 3.0787 0.6644
H -0.9554 4.1324 -0.7033
H 0.6859 3.7608 -0.1178
H -0.6504 3.8987 1.0257
```

Output
Frontier orbital gap = 7.028 eV
LUMO level = -0.2851 Ha
Charge = +2


E / eV: -93315.953; -97528.195; -9739.670; -138733.131; -17020.656; -21597.041; -198745.556; -42434.253
Relative energy (zero: lowest compared OMol25 entry of this formula, charge and spin) / eV: 2.913; 2.284; 3.363; 2.794; 3.385; 1.578; 2.648; 0.000